{"formula": "C4H11N3O2", "method": "ωB97M-V/def2-TZVPD", "elements": ["H", "N", "C", "N", "N", "C", "H", "H", "H", "H", "H", "H", "C", "C", "O", "O", "H", "H", "H", "H"], "positions_angstrom": [[-1.967301, -0.526611, -1.276928], [-1.190800, -0.722930, -0.610733], [-1.131571, -0.021556, 0.469849], [-0.454783, -0.571600, 1.579893], [-2.224960, 0.732336, 0.878768], [-2.231493, 1.692610, 2.029565], [-0.061733, -1.433572, 1.485706], [0.170521, 0.103239, 2.034596], [-3.108178, 0.864334, 0.193090], [-2.379837, 2.708802, 1.686689], [-1.362781, 1.512304, 2.650232], [-2.968655, 1.351681, 2.791726], [3.035268, -0.432417, -2.421148], [2.233088, -0.770780, -1.160005], [2.274068, -0.450800, 0.027691], [1.197374, -1.716730, -1.377938], [2.612414, 0.277797, -3.053956], [3.212798, -1.407267, -2.775240], [4.019779, 0.148361, -2.179013], [0.326782, -1.337203, -0.972846]], "atomic_forces_ev_per_a": [[0.9, 0.2, 0.9], [0.6, 0.4, -0.8], [-3.6, -2.9, 0.9], [-0.2, 4.6, 0.6], [-2.4, 2.4, -1.2], [-0.5, -2.3, 0.1], [1.5, -2.5, -1.0], [-0.3, -0.7, -0.2], [3.4, -0.4, 1.9], [0.2, 0.1, 0.3], [0.7, 0.6, -0.5], [-0.3, 0.6, -0.9], [2.5, 1.1, 3.7], [-3.3, -1.3, 2.7], [1.7, 1.1, -2.3], [1.1, 1.6, -1.3], [-1.6, 0.5, -1.3], [0.4, -0.8, -1.4], [-1.5, -1.6, 0.1], [0.7, -0.6, -0.4]], "de_lowest_kcal_mol": 58.1, "homo_lumo_gap_ev": 9.809, "smiles": "[H]/N=C(/N)NC.CC(=O)O"}


{"formula": "C2H6N3O2", "method": "ωB97M-V/def2-TZVPD", "elements": ["C", "C", "N", "N", "N", "O", "O", "H", "H", "H", "H", "H", "H"], "positions_angstrom": [[-1.825983, -0.103981, -0.311805], [0.452314, -0.038359, -0.214716], [1.548595, 0.623473, -0.128191], [-0.623115, 0.577157, -0.631424], [2.654668, -0.074110, 0.013915], [2.694922, -1.250214, -0.336759], [3.618666, 0.541823, 0.439988], [-1.991178, -1.133725, -0.703467], [-1.883032, -0.429128, 0.769462], [-2.807401, 0.523678, -0.496926], [0.257859, -1.045630, -0.020474], [-1.366295, 0.225365, 2.277412], [-0.730025, 1.583654, -0.657010]], "atomic_forces_ev_per_a": [[-4.4, -1.0, 0.6], [0.0, 1.4, -0.1], [0.0, 1.7, -0.1], [-1.7, 0.1, -0.3], [1.1, -0.4, 0.1], [0.2, -0.6, 0.0], [0.4, -0.1, 0.1], [0.5, 0.8, -1.1], [0.4, 1.5, 0.0], [2.2, -1.1, 0.1], [0.5, -1.7, 0.4], [0.1, -0.2, 0.2], [0.8, -0.3, 0.1]], "total_charge": -1, "de_lowest_kcal_mol": 191.1, "homo_lumo_gap_ev": [5.510, 5.511]}


{"formula": "C5H8O", "method": "ωB97M-V/def2-TZVPD", "elements": ["C", "C", "C", "C", "O", "C", "H", "H", "H", "H", "H", "H", "H", "H"], "positions_angstrom": [[1.062934, 1.241010, -0.099059], [1.757171, 2.109221, -0.825160], [-0.545992, -1.684413, 0.890793], [-0.961558, -1.442780, -0.536939], [-1.897242, -0.429526, -0.042233], [-1.431574, -0.743945, 1.217987], [1.525669, 0.359920, 0.340441], [-0.004044, 1.359739, 0.076402], [1.290921, 2.990365, -1.259040], [2.820299, 1.979097, -1.012035], [-0.227609, -0.979256, -1.203296], [-1.507417, -2.242909, -1.043898], [-1.818594, -0.229829, 2.092608], [0.160677, -2.323729, 1.398214]], "atomic_forces_ev_per_a": [[0.1, 0.1, -0.1], [-0.1, -0.1, 0.1], [0.0, 0.0, 0.1], [0.1, -0.1, -0.3], [-0.1, 0.0, 0.0], [0.0, 0.1, 0.3], [0.0, 0.2, -0.1], [0.2, 0.0, 0.0], [0.0, -0.1, 0.0], [-0.1, 0.0, 0.0], [-0.1, -0.1, 0.1], [0.1, 0.1, 0.1], [0.1, -0.1, -0.1], [-0.2, 0.1, -0.1]], "de_lowest_kcal_mol": 75.1, "homo_lumo_gap_ev": 10.174}


{"formula": "ClHIOPS", "method": "ωB97M-V/def2-TZVPD", "elements": ["O", "P", "S", "Cl", "I", "H"], "positions_angstrom": [[0.498908, -0.030222, 0.942430], [0.890390, -1.590551, 0.680117], [1.101492, -2.434863, 2.397929], [-0.968259, -2.523701, -0.675941], [2.461628, -1.625203, -1.178796], [0.149058, 0.464491, 0.306362]], "atomic_forces_ev_per_a": [[2.6, -4.7, 3.9], [-2.0, 0.0, 0.1], [0.1, 0.2, -1.5], [1.9, 1.2, 1.6], [-0.3, 0.0, 0.6], [-2.3, 3.2, -4.6]], "de_lowest_kcal_mol": 28.6, "homo_lumo_gap_ev": 8.103, "smiles": "O[P@@](=S)(Cl)I"}


{"formula": "C4H7NO2", "method": "ωB97M-V/def2-TZVPD", "elements": ["O", "C", "C", "N", "C", "C", "O", "H", "H", "H", "H", "H", "H", "H"], "positions_angstrom": [[1.656210, 0.388130, 1.228323], [1.421296, -0.336442, 0.289524], [0.386010, 0.025145, -0.759049], [0.096923, 1.464558, -0.820467], [-1.215310, 1.325871, -0.150113], [-1.076681, -0.183753, -0.271452], [-1.783527, -1.133141, -0.110513], [1.963587, -1.288051, 0.147220], [0.616117, -0.455210, -1.718137], [0.760038, 1.979771, -0.247929], [-1.239399, 1.652703, 0.898165], [-2.055673, 1.772322, -0.691953], [0.355608, -2.521397, 1.444353], [0.075666, -2.727636, 0.787919]], "atomic_forces_ev_per_a": [[0.0, -0.3, -0.4], [0.1, 0.2, 0.3], [0.1, -0.1, -0.1], [0.2, 0.2, 0.0], [-0.3, 0.1, 0.1], [-0.4, -0.4, 0.1], [0.4, 0.5, -0.1], [-0.1, 0.1, 0.0], [0.0, 0.1, 0.1], [-0.1, 0.0, -0.1], [0.0, -0.1, -0.1], [0.1, -0.1, 0.1], [0.0, -0.1, 0.0], [0.0, 0.0, 0.1]], "de_lowest_kcal_mol": 74.2, "homo_lumo_gap_ev": 10.354, "smiles": "O=C[C@@H]1NCC1=O.[H][H]"}


Number 1 is which compound?
C4H11N3O2


Repeat the fourth record exactly.
{"formula": "ClHIOPS", "method": "ωB97M-V/def2-TZVPD", "elements": ["O", "P", "S", "Cl", "I", "H"], "positions_angstrom": [[0.498908, -0.030222, 0.942430], [0.890390, -1.590551, 0.680117], [1.101492, -2.434863, 2.397929], [-0.968259, -2.523701, -0.675941], [2.461628, -1.625203, -1.178796], [0.149058, 0.464491, 0.306362]], "atomic_forces_ev_per_a": [[2.6, -4.7, 3.9], [-2.0, 0.0, 0.1], [0.1, 0.2, -1.5], [1.9, 1.2, 1.6], [-0.3, 0.0, 0.6], [-2.3, 3.2, -4.6]], "de_lowest_kcal_mol": 28.6, "homo_lumo_gap_ev": 8.103, "smiles": "O[P@@](=S)(Cl)I"}